Molecular formula: C9H10BCl3CrN7OSSi
Method: DFT, the ωB97M-V functional and the def2-TZVPD basis

Summary:
Net charge: -1
HOMO-LUMO gap (spin up / spin down) in eV: 7.40 / 8.08
2S+1: 5
Largest force on an atom in eV/Å: 0.36
Electronic energy in eV: -107361.2509

Structure (XYZ):
```
34
Properties=species:S:1:pos:R:3:forces:R:3:mulliken_charge:R:1
C 1.946 -0.904 -3.056 -0.07 0.02 -0.03 -1.079
Cl 1.590 4.518 1.343 0.05 0.01 -0.06 -0.353
H 0.200 -2.966 0.082 0.00 -0.01 0.03 -0.141
C 1.883 -0.682 3.105 0.01 -0.01 -0.05 -0.961
Cl 1.723 4.425 -1.964 0.04 0.01 0.02 -0.365
B 0.063 -1.771 0.052 0.07 -0.11 -0.09 0.090
S -2.892 3.468 0.708 0.09 -0.07 0.03 0.176
H -3.658 0.827 -0.388 -0.02 -0.01 0.01 0.558
H 1.676 1.323 -2.890 0.01 -0.02 -0.02 0.425
H 2.535 -1.074 -3.939 -0.02 0.00 -0.01 0.378
Cl 3.465 2.290 -0.168 0.09 0.03 -0.01 -0.344
C 1.454 -1.844 -2.171 0.06 -0.05 0.09 -0.099
C 1.512 0.318 -2.533 0.09 0.03 0.09 -0.524
N -1.621 2.751 0.566 -0.13 0.24 0.08 -0.260
H 1.771 -2.710 2.153 0.00 0.02 0.02 0.424
C 1.220 0.463 2.645 -0.07 0.06 0.07 -0.339
C 1.509 -1.665 2.212 0.00 -0.08 0.04 -0.153
Si 1.523 3.147 -0.271 -0.08 0.07 0.04 0.415
N 0.675 -1.126 1.310 -0.08 0.09 0.08 0.393
N 0.828 0.122 -1.411 -0.12 0.03 -0.08 0.344
H -4.668 -1.713 -0.012 0.00 -0.01 0.00 0.369
N 0.793 -1.207 -1.195 -0.05 0.09 0.04 0.138
H 2.541 -0.774 3.951 0.00 0.00 -0.01 0.381
N -1.813 -0.128 -0.243 0.04 0.02 -0.06 0.169
O -4.077 3.098 -0.089 0.00 -0.02 -0.04 -0.609
H 1.541 -2.918 -2.152 0.00 0.01 -0.02 0.428
N 0.489 0.186 1.575 0.17 -0.13 -0.11 -0.251
N -1.430 -1.410 -0.053 0.02 0.15 0.03 0.099
C -3.639 -1.404 -0.054 0.01 0.01 -0.05 -1.130
C -2.512 -2.193 0.068 0.01 -0.07 -0.01 -0.087
C -3.140 -0.111 -0.254 0.01 0.01 0.05 -0.386
H -2.399 -3.252 0.229 -0.01 0.01 0.00 0.446
Cr -0.324 1.444 -0.185 -0.14 -0.31 -0.10 0.367
H 1.236 1.471 3.030 0.01 -0.01 0.00 0.486
```
Positions in Å, forces in eV/Å.